[1]
Below is a structure of composition C33H41F5N2OPdSb2Se, with properties calculated with wB97M-V/def2-TZVPD.

Structure (XYZ):
```
86
C33H41F5N2OPdSb2Se wB97M-V/def2-TZVPD
Pd -0.008 -0.287 -0.175
C 2.799 -2.580 1.244
Sb 1.908 -0.668 1.353
C 1.541 -0.384 3.423
C 3.622 0.606 1.128
C 4.687 0.118 0.190
C 5.811 -0.503 0.734
C 6.865 -0.932 -0.055
C 6.814 -0.718 -1.424
C 5.703 -0.105 -1.978
C 4.615 0.300 -1.202
C 3.420 0.895 -1.874
Sb 2.046 -0.608 -2.674
C 1.206 0.765 -4.100
C 3.461 -1.487 -4.041
H 3.338 -2.659 0.301
H 2.030 -3.347 1.282
H 3.497 -2.678 2.075
H 2.441 -0.639 3.982
H 0.713 -1.006 3.757
H 1.286 0.663 3.581
H 4.033 0.680 2.136
H 3.222 1.581 0.854
H 5.864 -0.634 1.810
H 7.723 -1.410 0.398
H 7.636 -1.024 -2.058
H 5.669 0.069 -3.047
H 3.709 1.510 -2.728
H 2.830 1.511 -1.195
H 2.000 1.188 -4.716
H 0.695 1.566 -3.565
H 0.484 0.257 -4.737
H 3.865 -0.741 -4.726
H 2.954 -2.263 -4.613
H 4.275 -1.946 -3.482
N -1.634 0.058 -1.473
C -2.697 0.314 -1.837
N -3.924 0.595 -2.189
C -4.449 0.281 -3.519
C -5.647 -0.648 -3.386
C -6.687 -0.047 -2.444
C -6.073 0.247 -1.076
C -4.863 1.161 -1.213
H -3.650 -0.160 -4.112
H -4.746 1.222 -3.996
H -5.303 -1.607 -2.987
H -6.071 -0.837 -4.374
H -7.535 -0.725 -2.337
H -7.076 0.882 -2.876
H -5.758 -0.687 -0.602
H -6.802 0.719 -0.415
H -4.338 1.285 -0.267
H -5.165 2.152 -1.567
F -4.331 -5.825 -0.708
C -3.301 -4.976 -0.577
C -2.007 -5.379 -0.868
F -1.784 -6.631 -1.284
C -0.956 -4.495 -0.742
F 0.280 -4.924 -1.041
C -1.116 -3.157 -0.321
O -0.074 -2.384 -0.258
C -2.439 -2.805 -0.006
F -2.715 -1.574 0.477
C -3.501 -3.682 -0.143
F -4.742 -3.263 0.154
C -0.487 3.541 6.168
C -0.311 3.175 4.720
C 0.639 3.797 3.926
C 0.815 3.465 2.585
C 1.868 4.193 1.794
C 0.007 2.469 2.014
Se 0.317 2.065 0.154
C -0.990 1.858 2.788
C -1.957 0.865 2.214
C -1.120 2.215 4.125
H 0.195 4.339 6.458
H -0.296 2.685 6.818
H -1.505 3.880 6.368
H 1.269 4.569 4.356
H 2.330 4.970 2.402
H 1.449 4.660 0.901
H 2.648 3.511 1.450
H -1.485 -0.091 1.980
H -2.379 1.232 1.275
H -2.770 0.673 2.915
H -1.891 1.731 4.716
```

Calculated values
Highest occupied orbital energy, eV: -7.407
Molecular weight, u: 1005.59
Orbital gap, eV: 7.33
Energy relative to the best compared isomer or geometry (same formula, charge and spin), kcal per mole: 8.2


[2]
Below is a structure of composition C33H41GaO5S3Se2 in a non-equilibrium geometry, with properties calculated with wB97M-V/def2-TZVPD.

Structure (XYZ):
```
85
C33H41GaO5S3Se2 wB97M-V/def2-TZVPD
Ga 0.969 0.506 -0.684
O 6.378 1.017 -3.294
C 5.772 1.762 -2.184
C 4.213 1.423 -2.080
C 3.565 1.544 -3.441
O 3.614 2.868 -3.976
C 4.121 0.027 -1.496
Se 2.492 -1.150 -1.399
C 3.684 2.555 -1.176
Se 2.315 2.292 0.220
H 7.363 1.098 -3.102
H 5.821 2.820 -2.454
H 6.252 1.600 -1.199
H 2.499 1.362 -3.269
H 3.903 0.740 -4.070
H 4.421 2.911 -4.570
H 4.351 0.126 -0.385
H 4.786 -0.759 -1.942
H 3.221 3.310 -1.803
H 4.555 2.999 -0.633
C -7.861 -1.700 0.460
C -7.998 -2.663 1.590
O -8.876 -3.476 1.788
S -6.736 -2.682 2.993
C -5.219 -2.054 2.415
C -4.851 -0.705 2.656
C -3.648 -0.259 2.147
C -2.821 -1.143 1.380
C -3.215 -2.449 1.110
C -4.433 -2.883 1.602
C -1.669 -0.650 0.668
C -0.658 -0.054 0.256
H -7.063 -0.991 0.715
H -8.785 -1.099 0.304
H -7.635 -2.214 -0.471
H -5.562 -0.063 3.216
H -3.296 0.707 2.467
H -2.520 -3.088 0.501
H -4.867 -3.905 1.457
C 4.543 -4.758 5.171
C 4.511 -3.588 6.213
C 4.433 -2.185 5.652
S 2.936 -1.834 4.614
O 3.102 -0.351 4.264
C 1.572 -1.847 5.779
C 0.297 -1.397 5.096
C 0.063 0.157 5.053
H 5.126 -5.595 5.683
H 5.040 -4.386 4.246
H 3.505 -5.115 5.038
H 5.449 -3.705 6.771
H 3.691 -3.792 6.975
H 5.351 -1.922 5.117
H 4.370 -1.443 6.469
H 1.904 -1.069 6.525
H 1.484 -2.894 6.148
H -0.570 -1.849 5.619
H 0.245 -1.750 4.061
H 0.038 0.567 6.087
H -0.895 0.305 4.552
H 0.923 0.585 4.464
O 0.186 1.279 -2.163
S -0.975 2.244 -2.465
C -0.671 2.967 -4.027
C -1.275 4.225 -4.167
C -1.029 4.997 -5.324
C -0.256 4.392 -6.292
C 0.329 3.161 -6.190
C 0.275 2.514 -4.960
C -2.377 1.227 -2.876
C -3.468 1.905 -3.442
C -4.409 1.177 -4.179
C -4.359 -0.215 -4.231
C -3.285 -0.902 -3.698
C -2.279 -0.160 -3.035
H -1.862 4.662 -3.371
H -1.400 6.029 -5.392
H -0.139 5.003 -7.225
H 0.849 2.726 -7.053
H 0.831 1.584 -4.781
H -3.452 2.977 -3.399
H -5.205 1.734 -4.629
H -5.205 -0.740 -4.676
H -3.144 -1.973 -3.797
H -1.381 -0.628 -2.547
```

Calculated values
Highest occupied orbital energy, eV: -7.357
Molecular weight, u: 841.53
Orbital gap, eV: 7.24
Energy relative to the best compared isomer or geometry (same formula, charge and spin), kcal per mole: 15.2


[3]
Below is a structure of composition C33H41IInN4O4P, with properties calculated with wB97M-V/def2-TZVPD.

Structure (XYZ):
```
85
C33H41IInN4O4P wB97M-V/def2-TZVPD
In -0.072 0.617 -0.173
C -0.774 1.923 4.233
C -2.031 1.381 4.429
C -2.766 0.966 3.330
C -2.209 1.084 2.076
N -0.952 1.528 1.878
C -0.269 1.966 2.948
C -2.993 0.875 0.826
C -4.369 0.807 0.768
C -4.977 0.837 -0.481
C -4.216 1.074 -1.615
C -2.845 1.188 -1.475
N -2.267 0.965 -0.288
C -1.958 1.839 -2.493
C -2.272 1.929 -3.835
C -1.511 2.769 -4.635
C -0.489 3.502 -4.062
C -0.218 3.319 -2.719
N -0.923 2.490 -1.943
H -0.188 2.312 5.057
H -2.451 1.308 5.426
H -3.772 0.587 3.452
H 0.696 2.398 2.763
H -4.966 0.770 1.670
H -6.057 0.778 -0.557
H -4.689 1.254 -2.571
H -3.103 1.372 -4.251
H -1.732 2.866 -5.690
H 0.103 4.194 -4.643
H 0.604 3.841 -2.246
C -2.928 -3.118 4.124
N -2.043 -2.261 3.325
C -0.767 -1.874 3.931
C -2.312 -1.943 2.050
C -3.621 -2.402 1.462
O -1.504 -1.292 1.364
H -2.638 -3.028 5.166
H -2.838 -4.165 3.834
H -3.968 -2.813 4.038
H -0.955 -1.465 4.924
H -0.279 -1.126 3.316
H -0.111 -2.743 4.035
H -4.476 -2.052 2.044
H -3.677 -3.495 1.442
H -3.698 -2.019 0.448
C 4.035 0.745 1.529
C 3.860 -0.680 2.047
C 2.417 -0.977 1.696
O 1.695 0.296 1.701
C 2.699 1.367 1.862
H 4.201 0.750 0.453
H 4.853 1.273 2.018
H 4.012 -0.720 3.127
H 4.541 -1.393 1.584
H 1.929 -1.638 2.409
H 2.346 -1.411 0.709
H 2.680 1.697 2.899
H 2.434 2.190 1.207
I 6.876 1.611 -5.696
C 5.201 1.387 -4.504
C 5.205 1.901 -3.212
C 4.085 1.742 -2.414
C 2.971 1.070 -2.898
C 2.967 0.573 -4.199
C 4.081 0.730 -5.007
C 1.798 0.889 -2.033
O 0.780 0.249 -2.397
O 1.789 1.432 -0.852
H 6.072 2.428 -2.836
H 4.070 2.162 -1.418
H 2.085 0.069 -4.577
H 4.080 0.351 -6.021
C -0.936 -2.231 -2.041
P 0.390 -1.932 -0.835
C 0.330 -3.398 0.234
C 1.908 -2.296 -1.772
H -0.786 -3.196 -2.530
H -0.929 -1.443 -2.793
H -1.899 -2.244 -1.525
H 0.472 -4.267 -0.412
H -0.612 -3.490 0.749
H 1.139 -3.373 0.965
H 1.870 -3.347 -2.066
H 2.802 -2.144 -1.169
H 1.970 -1.678 -2.663
```

Calculated values
Highest occupied orbital energy, eV: -12.695
Molecular weight, u: 830.41
Orbital gap, eV: 6.75
Net charge: +2
Energy relative to the best compared isomer or geometry (same formula, charge and spin), kcal per mole: 8.0